The following is a quantum chemistry calculation of 3 unconnected molecules or ions with the total composition C26H53N5O7S at a distorted geometry, from the Open Molecules 2025 dataset.

Results
DFT total energy = -60435.9085 eV
frontier orbital gap = 9.31 eV
spin multiplicity = 1
structure (SMILES) = NCCCC[C@@H]1COC(=O)[C@H]1CCCCSc1nnco1.COCCNCCOC.COCCNCCOC
energy above the lowest of the compared OMol25 structures with the same formula, charge and spin = 0.000 eV
highest occupied orbital energy = -8.71 eV

Element x y z (Å)
N1 -1.3177 1.0812 4.0094
C1 -0.4816 1.9257 3.1639
C2 -0.5807 1.5150 1.6829
C3 0.7411 0.9740 1.1409
C4 1.2191 -0.3245 1.8090
C5 0.9788 -1.6821 1.0637
C6 0.0414 -1.5953 -0.1207
O1 -1.2492 -1.4643 0.4786
C7 -1.1957 -1.8984 1.7802
O2 -2.0863 -1.7118 2.5232
C8 0.1285 -2.6091 1.9558
C9 -0.0122 -4.0628 1.4696
C10 -1.1518 -4.8688 2.1376
C11 -2.0195 -5.6023 1.1171
C12 -2.9746 -4.6675 0.3715
S1 -4.6410 -4.7247 1.1278
C13 -5.1280 -3.0654 0.9459
N2 -5.2528 -2.2038 1.9085
N3 -5.6665 -1.0166 1.3129
C14 -5.7514 -1.2676 0.0467
O3 -5.4393 -2.5470 -0.2699
H1 -2.2765 1.0569 3.6941
H2 -1.2762 1.3708 4.9753
H3 0.5477 1.7797 3.4881
H4 -0.7457 2.9839 3.2352
H5 -1.4113 0.8359 1.5066
H6 -0.8053 2.4214 1.1188
H7 1.4726 1.7482 1.3579
H8 0.7029 0.9026 0.0576
H9 2.3014 -0.2447 1.9091
H10 0.8392 -0.3669 2.8288
H11 1.9693 -2.0722 0.8503
H12 0.1128 -2.4975 -0.7258
H13 0.2086 -0.7786 -0.8150
H14 0.5420 -2.6437 2.9579
H15 0.9262 -4.5607 1.7095
H16 -0.1177 -4.1387 0.3903
H17 -0.7051 -5.6192 2.7887
H18 -1.7661 -4.2484 2.7884
H19 -2.5968 -6.3864 1.6019
H20 -1.3556 -6.0536 0.3807
H21 -3.0861 -4.9255 -0.6741
H22 -2.6305 -3.6398 0.4200
H23 -6.0287 -0.5876 -0.7364
C15 3.5594 8.2794 3.0632
O4 4.7449 7.5856 2.7298
C16 5.2760 6.7856 3.7785
C17 5.1540 5.3120 3.4590
N4 3.7639 4.8767 3.4907
C18 3.5363 3.5252 2.9901
C19 3.8517 3.2346 1.5267
O5 2.9993 3.8868 0.6065
C20 3.3658 5.2091 0.2591
H24 3.3422 8.9625 2.2440
H25 2.7055 7.6043 3.1874
H26 3.6850 8.8628 3.9801
H27 4.7912 7.0197 4.7306
H28 6.3368 7.0350 3.8712
H29 5.7177 4.7414 4.2031
H30 5.6244 5.1473 2.4799
H31 3.2049 5.5222 2.9484
H32 2.4782 3.2994 3.1480
H33 4.1053 2.8262 3.6119
H34 3.6899 2.1642 1.3700
H35 4.9028 3.4252 1.2778
H36 4.4501 5.3453 0.2720
H37 2.9033 5.9469 0.9207
H38 3.0015 5.3957 -0.7512
C21 0.1065 -1.3332 -7.1878
O6 -0.6047 -0.6916 -6.1485
C22 -2.0005 -0.5533 -6.3860
C23 -2.8038 -1.4270 -5.4483
N5 -2.6336 -2.8396 -5.7635
C24 -3.2000 -3.7548 -4.7776
C25 -2.6214 -3.7369 -3.3679
O7 -1.2891 -4.2102 -3.2764
C26 -0.2847 -3.2543 -3.5582
H39 1.1670 -1.2418 -6.9595
H40 -0.1416 -2.3977 -7.2637
H41 -0.0846 -0.8562 -8.1535
H42 -2.2417 -0.7751 -7.4294
H43 -2.2597 0.4919 -6.1958
H44 -3.8629 -1.1708 -5.5458
H45 -2.4910 -1.1837 -4.4235
H46 -1.6466 -3.0376 -5.8615
H47 -3.0817 -4.7680 -5.1693
H48 -4.2759 -3.5657 -4.7103
H49 -3.2211 -4.4227 -2.7653
H50 -2.7057 -2.7502 -2.8949
H51 -0.5907 -2.2460 -3.2664
H52 -0.0097 -3.2584 -4.6164
H53 0.6056 -3.5297 -2.9904

Cartesian forces, eV/Å:
0.37 -0.21 -0.04
-0.48 -0.40 -0.26
0.09 0.49 -0.12
-0.20 0.02 0.47
0.40 0.01 -0.53
0.01 0.28 0.61
0.51 -0.03 -0.43
-0.20 0.05 -0.26
0.93 -0.24 -0.58
-1.18 0.05 0.90
0.39 -0.09 -0.38
0.02 -0.25 0.35
0.17 -0.23 0.13
-0.03 0.41 -0.12
-0.17 0.09 -0.03
0.05 -0.01 0.05
0.08 0.18 0.82
-0.07 -0.21 -0.62
-0.07 -0.27 -0.71
0.10 0.00 0.76
0.02 0.36 0.00
-0.08 0.01 0.06
-0.17 0.04 0.05
0.14 0.25 0.14
0.19 0.17 0.15
-0.05 -0.17 0.15
-0.09 -0.01 -0.17
0.19 0.10 -0.11
0.06 -0.06 -0.10
0.11 -0.01 0.11
-0.21 -0.08 0.06
-0.11 -0.43 -0.41
-0.25 -0.19 0.01
-0.10 0.27 0.18
-0.51 0.31 0.34
0.16 -0.02 -0.12
-0.07 0.19 -0.15
0.03 -0.03 0.11
-0.12 0.15 -0.05
0.06 -0.22 0.00
-0.02 -0.28 -0.03
0.09 -0.15 -0.11
0.04 0.18 -0.02
-0.02 -0.01 -0.12
0.06 0.01 -0.07
-0.14 -0.01 0.04
0.22 0.01 -0.01
-0.20 -0.02 -0.06
0.10 0.01 -0.12
-0.14 0.10 0.10
0.06 -0.23 0.02
0.02 0.06 0.01
-0.12 -0.05 -0.07
0.02 -0.01 -0.02
0.00 0.01 0.08
-0.03 -0.01 0.02
-0.07 -0.04 -0.01
-0.01 0.02 0.01
0.01 -0.03 -0.01
0.10 0.00 0.04
-0.02 0.02 0.01
0.01 -0.05 0.00
0.04 0.00 -0.01
0.01 0.00 -0.01
-0.01 0.13 0.02
0.02 0.02 0.04
0.09 0.04 0.03
0.01 -0.03 0.00
0.03 0.05 0.07
0.02 -0.12 -0.08
-0.06 0.19 0.09
0.10 -0.19 -0.02
0.04 0.08 0.12
0.07 -0.05 -0.18
-0.16 -0.04 0.10
0.03 0.07 0.05
0.07 -0.17 0.01
0.00 0.01 0.03
-0.04 0.01 -0.07
-0.01 -0.02 -0.03
0.01 -0.08 0.00
0.01 0.00 -0.02
-0.02 0.00 0.03
-0.06 0.10 0.01
0.00 0.00 -0.03
-0.03 -0.01 0.02
-0.01 0.03 0.03
0.00 -0.01 -0.02
0.06 0.03 -0.05
-0.01 0.03 -0.05
-0.01 0.12 -0.01
-0.03 -0.02 0.03

---

The following is a quantum chemistry calculation of 3 unconnected molecules or ions with the total composition C26H55B2N2O5, from the Open Molecules 2025 dataset.

Results
DFT total energy = -42425.1889 eV
frontier orbital gap (alpha / beta) = 5.97 / 5.89 eV
spin multiplicity = 3
expectation value of S² = 2.01
highest occupied orbital energy (alpha / beta) = -4.00 / -4.00 eV
total charge = -1

Element x y z (Å)
C1 0.7116 1.0891 -2.7819
C2 1.1905 2.4305 -2.2041
B1 0.2330 3.6388 -2.5509
O1 -1.1444 3.3656 -2.5063
C3 0.6944 5.1027 -2.9093
C4 2.2061 5.4580 -2.8389
O2 2.3954 6.0510 -1.5903
B2 1.1356 6.8439 -1.4328
C5 0.8698 7.4447 0.0692
C6 -0.2263 6.6939 0.8419
C7 2.1397 7.6006 0.9295
C8 2.8525 6.2980 1.3186
O3 0.0963 5.8378 -1.8411
H1 1.4204 0.2844 -2.5630
H2 -0.2332 0.8080 -2.3222
H3 0.5650 1.1327 -3.8691
H4 2.2251 2.6344 -2.4922
H5 1.1813 2.3383 -1.1057
H6 -1.5487 3.4381 -3.3691
H7 0.3022 5.4473 -3.8886
H8 2.4278 6.1801 -3.6453
H9 2.8711 4.5931 -2.9604
H10 1.1486 7.7729 -2.3020
H11 0.4877 8.4665 -0.0873
H12 -0.4042 7.1498 1.8297
H13 0.0241 5.6411 1.0046
H14 -1.1689 6.7207 0.2876
H15 1.8722 8.1312 1.8599
H16 2.8533 8.2458 0.4005
H17 2.1344 5.5121 1.5742
H18 3.4660 5.9308 0.4957
H19 3.5046 6.4529 2.1896
C9 1.7304 -4.0147 1.3886
C10 2.2623 -2.8777 0.5038
C11 3.7631 -2.6721 0.7211
C12 4.0902 -2.0596 2.0817
C13 3.3305 -0.7511 2.2946
C14 1.8163 -0.8688 2.0790
N1 1.5743 -1.5689 0.7728
O4 1.5959 -0.7674 -0.2245
C15 1.1424 -1.5938 3.2475
C16 1.1945 0.5196 1.9780
C17 1.9766 -3.2528 -0.9465
H20 2.0392 -4.9652 0.9513
H21 2.1142 -3.9967 2.4048
H22 0.6422 -3.9951 1.4186
H23 4.1403 -2.0137 -0.0677
H24 4.2604 -3.6388 0.6005
H25 3.8671 -2.7686 2.8845
H26 5.1626 -1.8618 2.1402
H27 3.4985 -0.3695 3.3055
H28 3.7175 0.0016 1.6017
H29 0.1066 -1.8318 3.0004
H30 1.1448 -0.9291 4.1122
H31 1.6433 -2.5099 3.5445
H32 1.6811 1.1298 1.2231
H33 1.2942 1.0140 2.9462
H34 0.1352 0.4539 1.7270
H35 0.9026 -3.3327 -1.1090
H36 2.4349 -4.2243 -1.1448
H37 2.3840 -2.5217 -1.6398
C18 -4.4844 -5.5546 -0.7640
C19 -3.4706 -4.9983 0.2398
C20 -4.1736 -4.3061 1.4120
C21 -4.8295 -2.9852 1.0222
C22 -3.8257 -2.0430 0.3617
C23 -3.0739 -2.6645 -0.8218
N2 -2.5354 -4.0065 -0.3919
O5 -1.4090 -3.9428 0.2140
C24 -3.9777 -2.7806 -2.0518
C25 -1.8964 -1.7853 -1.2054
C26 -2.6329 -6.1688 0.7410
H38 -4.9357 -6.4509 -0.3364
H39 -5.2935 -4.8694 -0.9940
H40 -3.9910 -5.8327 -1.6960
H41 -3.4314 -4.1189 2.1943
H42 -4.9110 -4.9996 1.8269
H43 -5.6830 -3.1609 0.3613
H44 -5.2331 -2.5071 1.9168
H45 -4.3265 -1.1408 0.0030
H46 -3.0902 -1.7218 1.1053
H47 -3.4952 -3.3796 -2.8256
H48 -4.1407 -1.7795 -2.4502
H49 -4.9552 -3.2059 -1.8450
H50 -1.2420 -1.5722 -0.3663
H51 -2.2885 -0.8433 -1.5854
H52 -1.2976 -2.2493 -1.9902
H53 -2.0693 -6.6192 -0.0772
H54 -3.3055 -6.9209 1.1581
H55 -1.9300 -5.8604 1.5092

Cartesian forces, eV/Å:
0.19 -0.03 0.05
-0.13 -0.07 0.32
-0.07 0.04 -0.03
0.42 -0.68 -0.09
-0.13 -0.02 -0.12
0.02 0.04 -0.10
0.03 0.12 -0.10
-0.06 0.05 0.01
0.01 -0.10 0.03
0.03 0.12 0.04
-0.06 0.04 0.08
0.10 0.03 0.03
0.04 0.12 -0.10
-0.06 0.08 -0.07
-0.14 -0.02 -0.07
0.01 0.02 0.12
-0.07 0.00 0.08
0.16 0.02 -0.09
-0.30 0.56 -0.06
-0.03 0.01 0.04
0.08 -0.08 0.04
-0.06 0.03 0.02
0.04 -0.12 0.15
0.05 -0.10 0.07
0.04 -0.04 -0.05
-0.04 0.06 -0.08
0.10 -0.09 0.02
0.01 -0.01 -0.10
-0.05 -0.05 0.04
0.09 0.07 0.01
-0.15 -0.03 0.01
-0.09 0.00 -0.07
-0.07 0.12 0.00
-0.23 -0.20 0.03
0.13 0.07 0.02
-0.06 -0.01 0.00
0.10 0.01 -0.03
-0.25 -0.06 0.14
0.61 0.22 0.05
-0.25 -0.18 -0.12
-0.03 -0.05 -0.04
0.05 0.08 0.07
0.11 -0.04 -0.02
0.00 0.01 -0.04
0.03 0.02 -0.01
-0.02 -0.02 -0.01
-0.05 0.02 0.00
0.03 0.01 0.01
-0.03 0.00 -0.01
0.01 -0.02 0.03
0.04 0.02 -0.01
-0.05 -0.02 -0.04
0.00 -0.01 0.00
-0.02 0.01 -0.01
0.02 -0.01 0.01
-0.01 -0.01 -0.01
-0.01 0.01 -0.01
-0.01 -0.01 0.01
-0.05 -0.02 0.01
-0.02 0.01 -0.01
-0.02 0.02 0.02
0.01 0.00 -0.03
-0.02 -0.16 -0.24
-0.02 0.04 0.08
0.00 0.00 -0.07
-0.03 0.00 0.11
0.02 -0.12 -0.19
-0.20 0.28 0.63
0.09 0.01 -0.31
-0.02 -0.11 -0.01
0.11 0.08 -0.02
-0.03 -0.05 0.09
0.01 -0.01 -0.01
-0.01 -0.01 0.01
0.00 0.00 0.00
0.04 -0.01 -0.04
0.00 0.02 0.02
0.01 -0.01 -0.02
-0.03 0.01 -0.01
0.01 0.03 0.03
0.03 -0.05 -0.01
-0.01 0.01 0.00
0.03 0.00 -0.01
0.00 0.03 0.00
0.05 -0.03 0.04
0.04 0.08 -0.02
-0.01 0.00 -0.02
-0.01 0.00 -0.01
0.01 0.00 -0.01
0.01 0.01 -0.01